Here is a 2-piece molecular cluster, C10H16NO2P overall at a distorted geometry from the Open Molecules 2025 dataset. Energies are from wB97M-V/def2-TZVPD.

Frontier orbital gap (alpha / beta) ... 6.34 / 7.99 eV
Electronic energy ... -936.9718 hartree
2S+1 ... 3
Lowest unoccupied orbital energy (alpha / beta) ... -0.447 / -0.879 eV
Relative energy (zero: lowest compared OMol25 entry of this formula, charge and spin) ... 1.273 eV

The geometry in XYZ format:
```
30
C10H16NO2P wB97M-V/def2-TZVPD
P -1.368 0.457 0.539
O -1.849 1.460 1.476
O 0.604 -0.263 -1.952
N 1.159 0.780 0.080
C -2.132 0.465 -1.284
C -0.965 -2.584 0.414
C 3.319 0.976 -0.040
C 2.804 -1.260 0.140
C -2.523 1.886 -1.661
C 2.285 0.776 1.043
C -1.370 -1.330 1.285
C 2.596 -0.680 1.461
C 2.858 -0.233 -0.822
C 1.373 0.094 -1.068
H -1.181 0.128 -1.737
H 2.110 1.407 1.812
H -0.825 -1.377 2.195
H -2.750 1.944 -2.706
H 0.054 -2.522 0.129
H 3.403 -0.611 2.297
H -1.034 -3.556 1.058
H 4.418 0.803 0.387
H -1.541 -2.543 -0.499
H -3.347 2.290 -1.060
H 2.669 -2.386 -0.039
H 3.382 1.923 -0.410
H -3.025 -0.153 -1.054
H -1.764 2.600 -1.422
H 1.720 -1.143 1.688
H -2.466 -1.317 1.599
```

Results of the natural (NBO) charge analysis, in e, for atoms 1 through 4:
1 P 1.876
2 O -1.029
3 O -0.668
4 N -0.606

***

Here is a 2-piece molecular cluster, C10H16O overall at a distorted geometry from the Open Molecules 2025 dataset. Energies are from wB97M-V/def2-TZVPD.

Frontier orbital gap (alpha / beta) ... 2.76 / 6.73 eV
Net charge ... -1
Electronic energy ... -465.7996 hartree
2S+1 ... 2
Lowest unoccupied orbital energy (alpha / beta) ... 3.586 / 3.510 eV
Relative energy (zero: lowest compared OMol25 entry of this formula, charge and spin) ... 0.678 eV

The geometry in XYZ format:
```
27
C10H16O wB97M-V/def2-TZVPD
O 0.317 2.976 -0.473
C -3.953 -0.880 -2.795
C -0.251 0.749 -0.296
C -2.629 -0.158 -2.557
C 2.291 0.092 0.763
C 1.206 -0.793 0.867
C 0.494 -1.846 3.017
C 0.809 1.691 -0.194
C -0.002 -0.574 0.181
C 2.051 1.431 0.289
C 1.325 -2.026 1.738
H -0.747 -1.363 0.151
H 0.269 -0.775 3.153
H 0.908 3.640 -0.110
H 2.382 -2.153 1.975
H -2.844 0.715 -1.929
H -0.494 -2.314 2.912
H -1.198 1.023 -0.714
H -3.898 -1.385 -3.755
H -4.157 -1.548 -1.976
H 2.849 2.172 0.217
H -2.106 0.305 -3.402
H 1.021 -2.266 3.881
H -4.803 -0.210 -2.896
H -1.878 -0.861 -2.202
H 3.296 -0.216 1.032
H 0.920 -2.888 1.210
```

Results of the natural (NBO) charge analysis, in e, for atoms 1 through 4:
1 O -0.730
2 C -0.614
3 C -0.439
4 C -0.619

***

Here is a 2-piece molecular cluster, C10H16O overall at a distorted geometry from the Open Molecules 2025 dataset. Energies are from wB97M-V/def2-TZVPD.

Frontier orbital gap ... 9.10 eV
Electronic energy ... -465.8282 hartree
Lowest unoccupied orbital energy ... 0.843 eV
SMILES ... CCc1ccc(O)cc1.CC
Relative energy (zero: lowest compared OMol25 entry of this formula, charge and spin) ... 1.895 eV

The geometry in XYZ format:
```
27
C10H16O wB97M-V/def2-TZVPD
O -1.622 -3.061 1.457
C -0.095 0.785 1.315
C 0.467 -0.206 2.126
C 0.272 3.316 1.814
C 1.042 -1.402 -2.698
C -1.932 -0.725 0.838
C 0.754 1.996 1.091
C -1.220 -1.751 1.426
C 0.850 -0.937 -4.134
C -1.338 0.550 0.751
C 0.002 -1.504 2.106
H 0.615 2.354 0.039
H 1.226 0.013 2.873
H 1.553 -2.355 -2.511
H -2.530 -3.109 1.154
H 1.084 -1.829 -4.723
H 0.505 3.167 2.872
H 0.324 -2.371 2.659
H 1.447 -0.005 -4.340
H 1.840 1.809 1.065
H -2.864 -0.847 0.298
H 0.061 -1.727 -2.340
H -1.840 1.308 0.159
H 0.798 4.196 1.452
H -0.803 3.487 1.781
H 1.544 -0.635 -2.155
H -0.140 -0.516 -4.376
```

Results of the natural (NBO) charge analysis, in e, for atoms 1 through 4:
1 O -0.672
2 C -0.071
3 C -0.173
4 C -0.598

***

Here is a 2-piece molecular cluster, C10H16O overall at a distorted geometry from the Open Molecules 2025 dataset. Energies are from wB97M-V/def2-TZVPD.

Frontier orbital gap ... 9.18 eV
Electronic energy ... -465.8268 hartree
Lowest unoccupied orbital energy ... 0.771 eV
SMILES ... CCc1ccc(O)cc1.CC
Relative energy (zero: lowest compared OMol25 entry of this formula, charge and spin) ... 1.931 eV

The geometry in XYZ format:
```
27
C10H16O wB97M-V/def2-TZVPD
O 3.333 0.843 -0.289
C -0.288 -0.612 1.209
C 1.434 1.072 1.050
C 1.572 -0.865 -0.331
C -1.516 1.625 -3.631
C -1.892 -1.170 3.209
C 2.180 0.270 0.175
C -2.559 0.505 -3.610
C 0.286 0.610 1.596
C -1.674 -1.130 1.668
C 0.393 -1.388 0.279
H -2.342 -0.466 -3.178
H -1.765 -2.088 1.236
H -2.367 -0.389 1.180
H -2.806 -0.748 3.638
H -0.388 1.230 2.225
H 3.684 0.275 -1.017
H -3.603 0.684 -3.214
H -2.606 0.099 -4.619
H -1.806 2.383 -4.402
H 0.097 -2.381 -0.110
H -1.084 -0.489 3.555
H 1.967 1.875 1.574
H -1.397 2.089 -2.639
H 2.071 -1.266 -1.201
H -1.719 -2.159 3.604
H -0.562 1.152 -3.994
```

Results of the natural (NBO) charge analysis, in e, for atoms 1 through 4:
1 O -0.664
2 C -0.028
3 C -0.257
4 C -0.289

***

Here is a 2-piece molecular cluster, C10H16O overall at a distorted geometry from the Open Molecules 2025 dataset. Energies are from wB97M-V/def2-TZVPD.

Frontier orbital gap ... 9.21 eV
Electronic energy ... -465.8568 hartree
Lowest unoccupied orbital energy ... 0.852 eV
SMILES ... CCc1ccc(O)cc1.CC
Relative energy (zero: lowest compared OMol25 entry of this formula, charge and spin) ... 1.115 eV

The geometry in XYZ format:
```
27
C10H16O wB97M-V/def2-TZVPD
O 1.874 -1.676 3.433
C -3.677 -0.550 -1.247
C -2.392 -0.662 -0.394
C 0.876 0.490 0.055
C 0.638 1.053 1.296
C 1.760 -1.489 1.108
C 0.530 1.254 -1.181
C 1.412 -0.774 -0.016
C 1.543 -0.932 2.325
C 0.961 0.351 2.432
C 1.774 1.783 -1.884
H 1.434 2.358 -2.726
H 0.786 0.758 3.353
H 2.309 0.915 -2.209
H 2.182 -2.503 1.040
H -3.461 -0.132 -2.164
H -0.137 2.059 -0.950
H -4.117 -1.500 -1.386
H -1.708 -1.379 -0.891
H 2.129 -2.582 3.189
H -1.916 0.353 -0.303
H 0.206 2.038 1.382
H -2.626 -1.024 0.593
H -0.037 0.552 -1.860
H -4.372 0.073 -0.755
H 1.593 -1.265 -1.000
H 2.436 2.429 -1.240
```

Results of the natural (NBO) charge analysis, in e, for atoms 1 through 4:
1 O -0.678
2 C -0.596
3 C -0.597
4 C -0.069

***

Here is a 2-piece molecular cluster, C10H16O overall at a distorted geometry from the Open Molecules 2025 dataset. Energies are from wB97M-V/def2-TZVPD.

Frontier orbital gap ... 9.40 eV
Electronic energy ... -465.8678 hartree
Lowest unoccupied orbital energy ... 0.854 eV
SMILES ... CCc1ccc(O)cc1.CC
Relative energy (zero: lowest compared OMol25 entry of this formula, charge and spin) ... 0.817 eV

The geometry in XYZ format:
```
27
C10H16O wB97M-V/def2-TZVPD
O 3.622 -0.142 0.962
C 2.385 -0.004 0.372
C -1.502 -1.272 2.675
C 0.795 1.366 -0.799
C -1.005 0.752 -3.293
C 0.353 -0.952 -0.496
C -1.304 0.394 -1.831
C -1.131 0.201 2.444
C -0.027 0.279 -1.023
C 1.547 -1.096 0.196
C 2.012 1.226 -0.131
H -0.578 1.744 -3.411
H -0.217 -1.872 -0.540
H -1.657 0.840 3.153
H -1.310 0.514 1.416
H -2.572 -1.452 2.829
H 2.606 2.114 0.052
H -0.055 0.285 2.609
H -0.963 -1.679 3.534
H -1.878 -0.528 -1.807
H 0.575 2.331 -1.233
H -1.908 0.743 -3.913
H -1.943 1.158 -1.367
H 1.853 -2.023 0.673
H 3.912 -1.060 0.835
H -0.334 -0.018 -3.677
H -1.274 -1.850 1.771
```

Results of the natural (NBO) charge analysis, in e, for atoms 1 through 4:
1 O -0.676
2 C 0.282
3 C -0.606
4 C -0.194

***

Here is a 2-piece molecular cluster, C10H16O overall at a distorted geometry from the Open Molecules 2025 dataset. Energies are from wB97M-V/def2-TZVPD.

Frontier orbital gap ... 9.11 eV
Electronic energy ... -465.7918 hartree
Lowest unoccupied orbital energy ... 0.783 eV
SMILES ... Cc1ccc(O)cc1.CCC
Relative energy (zero: lowest compared OMol25 entry of this formula, charge and spin) ... 2.885 eV

The geometry in XYZ format:
```
27
C10H16O wB97M-V/def2-TZVPD
O -0.410 -3.284 -0.187
C 1.823 -0.014 0.579
C -1.692 1.478 -0.227
C 0.475 -1.186 -1.028
C 1.106 -0.658 1.670
C 2.966 0.757 1.127
C 0.168 -1.583 1.321
C -0.054 -1.974 -0.068
C -1.424 1.763 -1.651
C -2.662 0.327 0.093
C 1.437 -0.148 -0.698
H -1.821 2.322 0.496
H -0.970 1.019 -2.234
H -0.682 1.102 0.045
H 3.058 0.806 2.328
H 1.892 0.388 -1.495
H 1.265 -0.503 2.754
H 0.516 -1.371 -2.071
H -2.388 1.963 -2.144
H -0.432 -3.660 -1.066
H 3.904 0.228 0.950
H -2.056 -0.474 -0.377
H -2.665 0.038 1.169
H -0.775 2.665 -1.782
H 3.076 1.784 0.751
H -3.623 0.436 -0.316
H -0.033 -2.221 2.063
```

Results of the natural (NBO) charge analysis, in e, for atoms 1 through 4:
1 O -0.681
2 C -0.062
3 C -0.412
4 C -0.312

***

Here is a 2-piece molecular cluster, C10H16O overall from the Open Molecules 2025 dataset. Energies are from wB97M-V/def2-TZVPD.

Frontier orbital gap ... 9.51 eV
Electronic energy ... -465.8630 hartree
Lowest unoccupied orbital energy ... 0.807 eV
SMILES ... Cc1ccc(O)cc1.CCC
Relative energy (zero: lowest compared OMol25 entry of this formula, charge and spin) ... 0.947 eV

The geometry in XYZ format:
```
27
C10H16O wB97M-V/def2-TZVPD
O 2.298 2.776 0.152
C 0.553 0.076 1.905
C -1.045 1.589 1.007
C -0.351 -2.539 -1.560
C -0.030 2.349 0.426
C -1.919 -0.448 2.144
C 1.283 1.992 0.647
C -0.240 -1.027 -1.379
C 1.576 0.845 1.373
C -0.775 0.444 1.727
C 0.651 -0.337 -2.405
H -1.612 -1.486 2.025
H -0.840 -3.002 -0.704
H 1.653 -0.766 -2.487
H 2.572 0.455 1.473
H 0.659 -2.972 -1.606
H -0.819 -2.762 -2.513
H -2.060 1.912 0.829
H -0.204 3.073 -0.360
H 0.791 -0.904 2.313
H -1.191 -0.513 -1.418
H 0.143 -0.372 -3.376
H -2.810 -0.242 1.554
H 2.909 2.302 -0.437
H 0.161 -0.867 -0.377
H 0.794 0.708 -2.148
H -2.146 -0.283 3.193
```

Results of the natural (NBO) charge analysis, in e, for atoms 1 through 4:
1 O -0.702
2 C -0.196
3 C -0.197
4 C -0.604